Record 1
The following is a quantum chemistry calculation of a molecular structure, C26H27CrF4N8OP, from the OMol25 dataset.

Geometry as XYZ:
```
68
Properties=species:S:1:pos:R:3:forces:R:3:lowdin_spin:R:1
Cr 0.36415 -0.73693 0.15781 -0.3 -0.4 0.7 3.776
C 2.72108 0.32776 1.76226 0.0 -0.1 0.0 0.006
C 4.20040 0.17723 2.20054 0.0 0.0 0.0 0.001
N 4.89007 -0.76296 1.33019 0.0 0.0 0.0 0.001
C 4.24951 -2.06665 1.40796 0.0 0.0 0.0 0.002
C 2.76416 -1.96346 0.96769 -0.1 0.0 0.0 0.012
N 2.44390 -0.55165 0.58300 0.3 0.2 0.0 0.007
C 3.37465 -0.15189 -0.51696 0.0 -0.1 0.0 0.007
C 4.84425 -0.27340 -0.04029 0.0 0.0 0.0 0.001
H 2.47939 1.35022 1.46903 0.0 0.0 0.0 0.001
H 2.04189 0.03583 2.56379 0.0 0.0 0.0 0.001
H 4.26030 -0.18560 3.22628 0.0 0.0 0.0 0.000
H 4.71540 1.13655 2.15999 0.0 0.0 0.0 0.000
H 4.32100 -2.43286 2.43158 0.0 0.0 0.0 0.000
H 4.79023 -2.76294 0.76803 0.0 0.0 0.0 0.000
H 2.08472 -2.25118 1.77478 0.0 0.0 0.0 0.003
H 2.55290 -2.59631 0.10205 0.0 0.0 0.0 0.003
H 3.12710 0.87076 -0.80402 0.0 0.0 0.0 0.001
H 3.18011 -0.80364 -1.36774 0.0 0.0 0.0 0.000
H 5.34664 0.69242 -0.08296 0.0 0.0 0.0 0.000
H 5.39788 -0.96077 -0.67904 0.0 0.0 0.0 0.000
F -1.49248 5.83272 2.42007 0.0 0.0 0.0 -0.005
C -0.85452 5.46032 1.32682 0.0 0.1 -0.1 -0.011
C -0.54873 6.38594 0.39632 0.0 -0.1 0.1 0.015
F -0.89685 7.63102 0.61408 0.0 0.0 0.0 0.006
C 0.13516 6.06225 -0.84392 0.0 0.0 -0.1 -0.014
C 0.49467 4.65965 -0.98855 0.0 0.1 0.1 0.010
C 0.18370 3.75030 -0.05552 0.0 0.0 0.1 -0.010
F 0.58306 2.47824 -0.24197 0.0 0.1 -0.1 0.005
C -0.52723 4.06649 1.16310 0.1 -0.1 -0.1 0.008
C -0.86642 3.11163 2.08832 -0.1 -0.2 0.0 -0.026
C -0.59539 1.72724 1.86412 0.0 0.2 0.2 0.023
N -0.39266 0.60436 1.71515 0.3 -0.1 -0.4 -0.002
C -1.54147 3.35397 3.32779 0.1 0.0 0.0 -0.002
N -2.05309 3.44013 4.35251 0.0 0.0 0.0 -0.016
F 1.15936 4.26425 -2.05428 0.0 0.0 0.0 0.004
C 0.41524 6.99487 -1.79620 0.0 0.0 0.0 0.033
C 0.08821 8.38331 -1.66906 0.1 0.0 0.0 0.002
N -0.12305 9.51136 -1.62607 0.0 0.0 0.0 0.020
C 1.06478 6.67273 -3.03514 -0.1 0.0 0.0 0.002
N 1.55664 6.42897 -4.04349 0.0 0.0 0.0 0.019
N -0.40355 -3.33134 -1.86729 0.1 0.0 0.0 0.007
C 0.07700 -2.27165 -2.54462 0.1 -0.1 0.0 0.010
C 0.17129 -2.31224 -3.95306 0.0 0.0 0.0 -0.002
C 0.65342 -1.23348 -4.63248 0.0 0.1 0.0 0.008
C 1.05189 -0.08656 -3.92091 0.0 -0.1 -0.1 0.001
C 0.94568 -0.11767 -2.56725 -0.1 0.0 0.1 0.017
N 0.47442 -1.18406 -1.85272 0.1 0.1 -0.3 0.007
H -0.64880 -4.16833 -2.36445 0.0 0.0 0.0 0.000
H -0.47656 -3.30467 -0.86294 -0.1 0.0 0.0 0.001
H -0.14565 -3.20665 -4.47180 0.0 0.0 0.0 0.000
H 0.72636 -1.26182 -5.71148 0.0 0.0 0.0 0.000
H 1.43259 0.79074 -4.42138 0.0 0.0 0.0 0.000
H 1.24002 0.74482 -1.97991 0.0 0.0 0.0 0.005
C -3.53724 -2.70655 1.04642 0.0 0.0 0.0 0.002
P -1.90800 -2.77632 1.76864 0.1 0.0 -0.1 0.009
C -1.94200 -1.84069 3.28771 0.0 0.0 0.1 0.001
C -1.55208 -4.47319 2.18838 0.0 -0.1 0.0 0.000
O -0.85234 -2.25598 0.78206 -0.1 0.2 0.0 0.049
H -4.28783 -3.00016 1.78137 0.0 0.0 0.0 0.000
H -3.59479 -3.38042 0.19139 0.0 0.0 0.0 0.000
H -3.74541 -1.68968 0.71298 0.0 0.0 0.0 0.000
H -2.58790 -2.34149 4.01047 0.0 0.0 0.0 0.000
H -2.32658 -0.83806 3.10602 0.0 0.0 0.0 0.000
H -0.93646 -1.77195 3.70331 0.0 0.0 0.0 0.000
H -2.39277 -4.90991 2.72901 0.0 0.0 0.0 0.000
H -0.66311 -4.52473 2.81723 0.0 0.0 0.0 0.000
H -1.37975 -5.05001 1.27954 0.0 0.0 0.0 0.000
```
Positions in Å, forces in eV/Å.

Properties
Energy above the lowest of the compared OMol25 structures with the same formula, charge and spin   0.0 kcal per mole
Spin multiplicity   5
E_LUMO (spin up / spin down)   -0.301 / -0.299 hartree
HOMO (spin up / spin down)   -13.7 / -13.8 eV
Charge   +2
Orbital gap (spin up / spin down)   5.5 / 5.6 eV

Record 2
The following is a quantum chemistry calculation of a molecular structure, C31H33N7OPPdS2, from the OMol25 dataset.

Geometry as XYZ:
```
76
Properties=species:S:1:pos:R:3:forces:R:3:mulliken_charge:R:1
Pd -0.14844 -0.28340 0.17129 1.7 -1.3 0.0 -0.021
C -0.57890 -3.34795 4.73862 0.0 0.0 0.1 -0.916
S -2.08656 -2.54141 4.18960 0.0 -0.1 -0.1 0.066
C -1.55681 -1.69860 2.78533 0.1 0.3 0.1 0.887
S 0.05031 -1.64960 2.20521 -0.3 0.2 0.1 -0.204
N -2.42066 -0.94967 2.11748 0.3 -0.3 0.0 0.877
N -1.30911 -1.68486 -0.39988 -0.7 -0.3 -0.2 -0.505
C -1.54318 -1.68976 -1.64184 -0.3 -0.2 0.0 -0.710
C -0.95081 -0.71698 -2.55409 0.0 -0.1 -0.1 1.005
C -1.26912 -0.58886 -3.89236 0.1 0.1 0.0 -0.841
C -0.62268 0.39366 -4.62999 -0.1 0.0 0.0 -0.282
C 0.31324 1.19816 -4.00526 0.1 0.0 0.0 -0.920
C 0.57644 1.00364 -2.65731 0.0 0.0 0.1 -0.154
N -0.03882 0.06352 -1.94829 -0.2 0.5 0.1 0.081
H -0.88941 -3.98359 5.56592 0.0 0.0 0.0 0.412
H 0.14874 -2.61865 5.08501 0.0 0.0 0.0 0.301
H -0.15984 -3.95787 3.94328 0.0 0.0 0.0 0.293
H -2.21462 -2.45641 -2.03519 0.0 0.0 0.0 0.393
H -2.00838 -1.23941 -4.33699 0.0 0.0 0.0 0.441
H -0.84928 0.52826 -5.67924 0.0 0.0 0.0 0.428
H 0.84688 1.96634 -4.54581 0.0 0.0 0.0 0.416
H 1.31141 1.59511 -2.12870 0.0 0.0 0.0 0.517
C 6.12524 -2.35028 -1.41363 0.0 0.0 0.0 -1.433
C 6.00437 -2.52302 0.09606 0.0 0.0 0.0 0.826
C 4.97656 -3.59171 0.45202 0.0 0.0 0.0 -1.436
C 5.71869 -1.19617 0.79544 -0.1 0.1 0.0 -1.205
N 4.40530 -0.63998 0.45629 0.1 0.1 0.0 0.681
C 3.20259 -0.87721 0.97768 -0.1 -0.1 0.1 -0.732
N 2.31364 -0.18183 0.31179 0.1 0.6 0.0 0.468
N 3.00739 0.50061 -0.62982 0.0 0.0 0.1 -0.204
N 4.25326 0.23096 -0.55032 0.1 0.0 0.0 -0.739
H 6.35681 -3.30398 -1.88708 0.0 0.0 0.0 0.421
H 6.91207 -1.64303 -1.67737 0.0 0.0 0.0 0.370
H 5.19135 -1.98503 -1.84504 0.0 0.0 0.0 0.286
H 6.97548 -2.83648 0.49222 0.0 0.0 0.0 0.296
H 3.99628 -3.35840 0.02898 0.0 0.0 0.0 0.303
H 4.86692 -3.71184 1.53229 0.0 0.0 0.0 0.345
H 5.27701 -4.55606 0.04450 0.0 0.0 0.0 0.423
H 6.44115 -0.43424 0.50819 0.0 0.0 0.0 0.352
H 5.74434 -1.30696 1.87974 0.0 0.0 0.0 0.447
H 3.01386 -1.52897 1.81350 0.0 0.0 0.0 0.564
O -2.16132 1.37456 -0.29874 -0.2 0.0 0.2 -0.385
P -2.73797 1.82410 1.00787 0.0 0.0 -0.2 1.175
C -1.45048 1.90800 2.27189 0.1 0.0 0.3 0.884
C -1.73854 1.78167 3.62997 0.0 -0.1 0.0 -0.204
C -0.71829 1.80726 4.56827 0.0 0.0 0.0 -0.840
C 0.59994 1.96062 4.15879 0.0 0.0 0.0 -0.576
C 0.89603 2.09987 2.81156 0.0 0.0 0.0 -0.714
C -0.12048 2.06895 1.86798 -0.2 0.4 0.0 -0.829
C -3.49136 3.44558 0.88969 -0.1 0.1 0.1 -0.054
C -3.83657 3.91051 -0.37574 0.0 0.0 0.0 -0.330
C -4.46337 5.14128 -0.51083 0.0 0.0 0.0 -0.748
C -4.74416 5.90510 0.61187 0.0 0.0 0.0 -0.462
C -4.39598 5.44537 1.87641 0.0 0.0 0.0 -0.776
C -3.77139 4.21760 2.01646 0.0 0.0 0.0 -0.064
C -4.04266 0.72135 1.67440 -0.2 0.0 -0.1 0.534
C -3.77260 -0.57029 2.16722 0.2 0.2 0.1 0.597
C -4.78007 -1.40993 2.59652 -0.1 0.0 0.1 -0.696
C -6.09829 -0.97295 2.53224 0.0 0.0 0.0 -0.767
C -6.39910 0.28012 2.03109 0.1 0.0 0.0 -0.965
C -5.37393 1.11722 1.60360 0.0 0.1 0.1 -0.785
H -2.76118 1.63531 3.95959 0.0 0.0 0.0 0.453
H -0.95296 1.71192 5.62025 0.0 0.0 0.0 0.446
H 1.39498 1.97457 4.89242 0.0 0.0 0.0 0.441
H 1.91963 2.24015 2.48911 0.0 0.0 0.0 0.491
H 0.10296 2.27583 0.82318 0.0 -0.2 0.0 0.590
H -3.60479 3.30932 -1.24549 0.0 0.0 0.0 0.418
H -4.73273 5.50301 -1.49408 0.0 0.0 0.0 0.415
H -5.23239 6.86448 0.50419 0.0 0.0 0.0 0.404
H -4.60976 6.04454 2.75118 0.0 0.0 0.0 0.428
H -3.49675 3.86830 3.00427 0.0 0.0 0.0 0.338
H -1.89554 -0.58405 1.33913 -0.4 0.5 -0.6 -0.781
H -4.55382 -2.40785 2.94443 0.0 0.0 0.0 0.493
H -6.89159 -1.63015 2.86186 0.0 0.0 0.0 0.408
H -7.42622 0.61113 1.97014 0.0 0.0 0.0 0.449
H -5.61479 2.10152 1.22397 0.0 0.0 0.0 0.414
```
Positions in Å, forces in eV/Å.

Properties
Energy above the lowest of the compared OMol25 structures with the same formula, charge and spin   28.7 kcal per mole
E_LUMO   -0.092 hartree
HOMO   -10.6 eV
Charge   +1
Orbital gap   8.1 eV